Formula: C28H77N7O7
Source: the Open Molecules 2025 dataset
Level of theory: ωB97M-V with the def2-TZVPD basis set

XYZ file:
```
119
Properties=species:S:1:pos:R:3:forces:R:3
O 6.3271 -1.8787 -3.9546 -0.2 -0.7 0.9
O -4.4125 -7.6878 7.0178 -0.7 -0.6 1.4
O -2.4771 -0.2030 2.5390 0.0 2.4 -0.6
O 8.7041 2.7643 3.5635 -0.5 1.8 0.3
O -0.2205 -7.6931 -1.5120 0.4 -0.8 -1.5
O -1.2308 9.0494 -1.1247 -0.7 -0.4 -0.6
O -6.6524 2.9279 -7.6834 -0.7 -0.9 -2.6
N -5.2695 -9.5100 10.2259 -0.9 -1.2 0.7
N 6.7502 3.7613 1.7674 1.1 -0.1 -0.7
N -2.9341 8.2997 2.1204 0.5 0.4 -1.1
N 0.0290 2.5961 3.0926 -0.6 2.6 0.8
N -5.3196 2.6576 -10.1812 1.5 -1.1 -0.7
N -2.0566 -10.2175 -3.7714 0.0 0.2 0.3
N 7.6605 1.5885 -3.9290 -0.6 1.4 0.7
C -1.9352 1.0614 2.9986 0.8 -0.7 -0.1
C -3.0051 -0.0048 1.2078 0.8 -1.8 0.4
C 0.2295 -10.3987 -2.9513 -1.2 -0.6 1.1
C -6.5910 2.8836 -6.3148 0.7 0.7 0.6
C 8.9460 -0.3846 -3.3866 -0.4 0.0 -0.4
C -2.0522 10.0525 -1.7229 1.1 -0.7 -0.2
C -4.4646 -8.5862 9.4675 0.6 -0.1 -1.1
C -1.1895 -9.8165 -2.6845 2.0 0.9 1.2
C -1.9147 8.2623 -0.1725 0.9 1.4 1.6
C 6.3662 -0.4999 -3.7065 0.9 0.3 -0.8
C -0.8561 -7.4109 -0.2953 -1.4 -0.4 -0.3
C -2.2768 9.1837 1.0736 -0.7 -2.1 0.4
C 7.9253 4.5987 2.2396 -3.2 -1.7 0.6
C -0.9964 -8.2832 -2.6106 -0.3 0.9 0.6
C -4.7215 -6.3166 7.2590 0.5 -0.5 0.1
C 5.0553 -2.4363 -3.5960 0.3 -0.1 -1.3
C -0.5276 1.4456 2.4754 1.7 -0.6 0.0
C -2.9693 -9.0213 9.5849 -0.2 1.5 0.2
C 7.5312 6.0394 2.0265 0.9 0.2 -0.3
C -7.3119 3.8867 -10.5281 0.4 2.0 0.1
C -5.0355 -8.5900 7.9703 1.0 0.1 0.8
C -6.0075 3.9962 -8.3118 0.1 1.8 -0.6
C -1.0532 9.8553 1.6615 0.1 0.4 0.4
C 7.7315 0.1723 -4.1607 -0.8 -0.8 0.7
C 8.7781 1.9870 4.7577 -0.8 1.1 -0.5
C 8.2162 4.1601 3.6670 1.6 -0.4 -0.1
C 0.5243 0.3581 2.6446 -1.2 -1.0 -1.1
C -5.9252 3.9075 -9.8810 -1.8 -1.2 2.0
H -1.9391 -7.7369 -2.6435 -0.4 -0.1 0.0
H 4.7007 -2.2368 -2.5848 0.4 0.1 0.2
H -2.9420 9.6496 -2.2066 -0.4 -0.2 0.5
H -1.5262 -8.2228 -0.0127 0.6 -0.7 0.6
H 0.2419 -11.3817 -2.4805 0.1 -0.4 -0.5
H 9.4739 2.4007 5.4876 0.6 -0.3 -0.2
H -2.5810 -8.7053 10.5531 -0.4 -0.6 0.7
H -4.9314 -9.6020 7.5788 0.4 0.1 -0.1
H -0.0338 -0.5094 2.2923 0.4 -0.8 0.6
H -6.1134 -8.4615 8.0692 -0.3 0.6 -0.2
H 6.8651 2.0070 -4.3897 0.0 -0.1 -1.1
H 4.3194 -2.0630 -4.3083 -0.3 0.4 0.1
H 5.4895 -0.0805 -4.1999 0.0 0.6 -0.4
H -2.7649 7.7152 -0.5799 -0.3 0.2 -0.1
H -2.1915 -0.0771 0.4860 0.2 0.2 -0.2
H 0.3536 -10.4746 -4.0316 0.6 0.1 0.2
H -7.8214 4.7260 -10.0549 -0.6 0.1 -0.3
H -5.0932 -9.4973 11.2203 1.0 0.0 0.1
H 1.3715 0.3923 1.9596 0.1 0.7 0.2
H -7.1386 4.1603 -11.5689 -0.4 -0.3 -0.2
H 0.8566 0.2847 3.6801 -0.1 -0.2 -0.1
H -1.4634 -10.1360 -1.6790 -0.7 -0.4 -0.2
H -2.7383 -10.0721 9.4103 -0.3 0.1 -0.1
H -4.3287 2.7801 -10.3334 0.2 -0.3 0.1
H 5.0732 -3.5051 -3.8091 0.4 0.0 0.4
H 8.8157 -0.3885 -2.3044 -0.4 0.1 0.1
H -1.1624 7.5500 0.1663 -0.2 -0.2 0.1
H 8.7484 4.3413 1.5730 0.2 0.0 0.3
H 8.2249 6.6872 2.5625 0.0 0.2 -0.2
H -3.3039 8.8874 2.8539 0.2 0.2 0.3
H -3.0484 9.8965 0.7828 0.3 0.4 -0.3
H -0.4930 -8.0540 -3.5498 0.4 0.5 0.1
H 7.6806 6.1393 0.9514 -0.2 0.7 0.0
H 7.4208 4.3550 4.3864 -0.9 -0.9 -0.3
H -1.8647 0.9891 4.0839 -0.1 0.0 0.1
H -7.9388 2.9987 -10.4471 0.6 -0.1 0.2
H 0.9820 -9.8584 -2.3769 0.1 0.4 -0.6
H -1.6219 -6.6364 -0.3379 0.2 0.9 -0.5
H -5.6225 2.4357 -6.0922 0.0 -0.1 0.9
H -3.7696 7.9723 1.6569 -0.3 -0.5 0.0
H -3.5830 -0.9196 1.0758 -0.5 0.4 -0.4
H -1.4571 10.3814 -2.5748 0.1 0.7 0.3
H -6.2582 -9.3091 10.2741 -0.3 0.3 -0.9
H -0.6939 3.3002 3.0507 0.2 0.8 0.0
H -6.5163 4.9060 -7.9934 -0.3 0.4 -0.1
H -0.6247 9.3654 2.5359 -0.2 -0.8 -0.2
H -5.7757 -6.1270 7.0572 0.0 0.2 -0.2
H 6.2272 -0.2578 -2.6528 0.2 -0.2 0.5
H -0.1206 -7.1161 0.4532 0.0 -0.4 -0.1
H 9.7915 0.2774 -3.5739 0.1 -0.2 -0.2
H -6.6329 3.9075 -5.9433 0.1 0.1 0.5
H 8.9918 0.9830 4.3911 0.2 0.0 0.6
H -1.3360 10.8026 2.1205 0.1 0.4 -0.5
H -3.5498 0.9190 1.0131 -0.2 0.0 0.5
H -0.2554 9.9508 0.9250 -0.1 0.4 0.0
H 8.9492 4.8444 4.0942 1.0 -0.3 0.0
H 6.8916 2.8078 2.0689 0.0 -0.1 -0.1
H -5.2835 4.7208 -10.2202 -0.4 0.2 -0.1
H -2.3160 -8.3570 9.0191 -0.2 -0.3 -0.9
H 7.9021 0.1132 -5.2357 -0.1 -0.7 0.0
H -2.5812 1.8929 2.7168 -0.4 0.0 0.2
H -4.9709 4.1691 -8.0225 0.4 -0.6 0.6
H -2.9666 -9.7836 -3.7091 -0.3 0.0 0.3
H 0.3372 2.6115 4.0543 -0.1 -0.9 0.2
H 7.8152 2.0516 5.2643 -0.3 -0.5 0.0
H 5.8219 4.0394 2.0521 0.2 0.5 0.3
H 6.5122 6.3424 2.2670 0.0 -0.4 0.2
H -4.5018 -6.0104 8.2818 -0.1 -0.1 0.2
H -0.4801 1.8315 1.4571 -0.9 -0.9 -0.6
H 9.1598 -1.4152 -3.6699 0.1 0.1 -0.1
H -2.2419 10.8022 -0.9547 -0.3 0.4 -0.6
H -1.6381 -9.7723 -4.5756 0.0 -0.2 -0.6
H -4.0278 -5.7489 6.6389 -0.4 0.1 -0.3
H 7.3207 1.7691 -2.9952 0.6 -0.1 0.9
H -7.4335 2.3463 -5.8795 0.1 -0.3 -0.3
H -5.4404 2.0594 -9.3764 0.0 -0.4 -0.1
H -4.5889 -7.6028 9.9210 0.4 0.5 -0.4
```
Forces are in eV/Å.

Properties
LUMO energy   0.0235 Ha
Charge   0
Total energy   -2022.68673 Eh
Strongest force on any atom   3.6 eV/A
SMILES   COC[C@H](C)N.COC[C@H](C)N.COC[C@H](C)N.COC[C@H](C)N.COC[C@H](C)N.COC[C@H](C)N.COC[C@H](C)N
ΔE to the lowest compared entry with this formula, charge and spin   115.9 kcal per mole

Mulliken atomic charge list, values in e, 8 entries:
1 O -0.327
2 O -0.307
3 O -0.367
4 O -0.294
5 O -0.326
6 O -0.348
7 O -0.348
8 N -0.752